C31H37IN4O2PdSi2 | ωB97M-V/def2-TZVPD

Last column: Löwdin charge in e.
Element x y z (Å)
1 Pd 0.975 0.183 -0.358  0.9170
2 C 3.196 3.852 1.951  -0.2002
3 Si 2.192 2.245 1.568  0.3777
4 C 0.571 2.924 2.505  -0.2384
5 C 2.411 0.911 2.981  -0.1847
6 C 1.135 2.203 -0.201  -0.3969
7 C -0.329 2.323 -0.236  -0.4217
8 C -1.175 3.440 -0.177  -0.0686
9 C -2.536 3.258 -0.297  -0.0902
10 C -3.061 1.979 -0.485  -0.0896
11 C -2.180 0.912 -0.541  -0.1127
12 N -0.873 1.096 -0.406  -0.0032
13 Si 1.827 2.838 -1.821  0.4567
14 C 2.717 4.502 -1.615  -0.1861
15 C 2.966 1.739 -2.852  -0.1961
16 C 0.411 3.185 -3.044  -0.1881
17 H 3.281 3.977 3.036  0.0073
18 H 2.664 4.727 1.565  0.0055
19 H 4.205 3.857 1.525  0.0056
20 H 0.806 3.138 3.555  -0.0021
21 H -0.246 2.190 2.498  0.0154
22 H 0.188 3.851 2.063  -0.0042
23 H 2.127 1.319 3.955  0.0000
24 H 3.405 0.466 3.068  0.0026
25 H 1.725 0.085 2.763  0.0127
26 H -0.742 4.422 -0.039  0.1124
27 H -3.203 4.113 -0.251  0.0926
28 H -4.124 1.813 -0.593  0.0836
29 H -2.506 -0.109 -0.707  0.0835
30 H 3.480 4.433 -0.837  0.0059
31 H 2.013 5.283 -1.314  0.0179
32 H 3.198 4.813 -2.547  0.0152
33 H 3.982 1.693 -2.458  0.0220
34 H 3.010 2.151 -3.867  0.0157
35 H 2.580 0.721 -2.901  0.0208
36 H -0.312 3.913 -2.672  0.0100
37 H -0.126 2.256 -3.259  0.0340
38 H 0.820 3.562 -3.986  0.0157
39 N 4.874 0.984 1.022  0.0352
40 C 3.557 1.360 0.434  -0.4353
41 N 2.992 0.097 -0.078  -0.0917
42 C 3.802 -0.915 0.283  -0.2708
43 C 3.684 -2.299 0.109  -0.0455
44 C 4.693 -3.139 0.598  -0.1620
45 C 5.808 -2.648 1.253  -0.1796
46 C 5.940 -1.251 1.431  -0.0822
47 C 4.958 -0.423 0.958  -0.2514
48 H 4.974 1.334 1.966  0.0884
49 H 3.782 2.034 -0.411  0.0440
50 H 2.811 -2.702 -0.380  0.0618
51 H 4.588 -4.211 0.459  0.0756
52 H 6.571 -3.321 1.626  0.0607
53 H 6.807 -0.835 1.937  0.0850
54 I -4.071 -2.681 -3.101  0.8017
55 C -3.379 -3.401 -1.250  -0.7983
56 C -3.569 -4.736 -0.930  -0.1558
57 C -3.039 -5.179 0.270  -0.0809
58 C -2.364 -4.284 1.083  -0.0632
59 C -2.243 -2.970 0.662  -0.1208
60 N -2.748 -2.536 -0.494  0.0391
61 H -4.076 -5.406 -1.609  0.0847
62 H -3.128 -6.222 0.549  0.1032
63 H -1.907 -4.603 2.009  0.1044
64 H -1.679 -2.238 1.228  0.1180
65 O -0.197 -2.010 -2.656  -0.0222
66 C 0.159 -2.520 -1.592  -0.6598
67 O 0.534 -1.953 -0.522  -0.1620
68 C 0.165 -4.052 -1.505  -0.1296
69 C -0.436 -4.801 -2.512  -0.0458
70 C -0.442 -6.187 -2.454  -0.1074
71 C 0.171 -6.840 -1.390  -0.1248
72 C 0.793 -6.098 -0.393  -0.0973
73 C 0.786 -4.710 -0.448  -0.0352
74 H -0.886 -4.258 -3.335  0.0996
75 H -0.918 -6.763 -3.240  0.0889
76 H 0.172 -7.923 -1.343  0.0839
77 H 1.287 -6.602 0.430  0.0920
78 H 1.261 -4.108 0.318  0.1079

For the HOMO-LUMO gap, the calculation gives 0.1235 Eh. The value obtained for the LUMO energy is 3.54 eV. As for the energy above the lowest of the compared OMol25 structures with the same formula, charge and spin: 309.1 kJ/mol. Its total charge is -2.